Entry 1:
DFT (ωB97M-V with the def2-TZVPD basis set) results for a structure of composition C32H32ClNPPt at a distorted geometry.

Structure (XYZ):
```
68
Properties=species:S:1:pos:R:3:forces:R:3:lowdin_spin:R:1
C 1.8757 1.9395 2.4626 0.0 0.2 0.1 0.228
C 0.5707 2.0154 1.9101 -0.3 -0.6 0.5 0.260
C -0.2351 0.9286 2.4916 1.3 0.4 1.1 0.139
H 0.1725 2.8437 1.3094 0.4 -0.7 0.1 0.010
C 0.6460 0.2572 3.4807 -0.8 0.8 -0.9 0.165
C 1.9540 0.8408 3.3537 -0.4 1.1 0.8 0.294
H 2.8183 0.6423 4.0016 -0.5 -0.1 -0.5 0.009
H 2.6608 2.7099 2.3606 -0.5 -0.8 -0.3 0.004
H -1.3024 0.7530 2.3964 0.1 0.4 0.3 0.007
H 0.2816 -0.2947 4.3521 0.3 -0.3 -0.7 0.005
Pt 0.8032 -0.6104 1.3816 -0.5 -1.2 -0.4 1.335
Cl -0.3852 -2.6411 0.6512 0.1 0.6 0.3 0.483
P -1.6173 -0.0250 -0.3360 -3.0 -0.2 -2.6 0.265
C -3.3545 -0.2605 0.2980 -0.1 -0.5 1.2 0.040
C -4.4777 0.4944 -0.1125 0.2 -0.1 0.4 0.016
H -4.3800 1.3272 -0.8001 0.1 -0.1 0.1 0.000
C -5.7541 0.1784 0.3650 0.3 -0.2 0.1 0.003
H -6.6074 0.7868 0.0570 0.3 -0.2 0.0 0.000
C -5.9361 -0.8971 1.2404 0.3 0.1 0.0 0.013
H -6.9256 -1.1292 1.6228 0.1 0.0 -0.1 0.001
C -4.8374 -1.6623 1.6372 0.1 -0.1 0.0 -0.001
H -4.9562 -2.5102 2.3220 0.0 0.4 -0.3 0.000
C -3.5595 -1.3480 1.1743 -0.2 0.4 -0.2 0.012
H -2.7125 -1.9598 1.4683 -0.1 0.1 0.1 0.001
C -1.9842 1.5511 -1.2406 0.6 1.0 0.3 0.048
C -1.9378 2.7291 -0.4608 0.0 -0.1 -0.8 0.015
H -1.7208 2.6646 0.6014 0.0 0.0 -0.1 0.001
C -2.1788 3.9756 -1.0436 -0.1 -0.2 0.1 -0.001
H -2.0736 4.8744 -0.4266 -0.2 -0.3 -0.3 0.000
C -2.5318 4.0599 -2.3949 0.2 -0.2 0.1 0.016
H -2.7144 5.0337 -2.8464 0.0 -0.2 0.1 0.001
C -2.6297 2.8985 -3.1693 0.0 0.0 0.4 0.002
H -2.9016 2.9589 -4.2274 0.1 0.0 0.4 0.000
C -2.3547 1.6486 -2.6030 0.4 0.2 0.4 0.018
H -2.4324 0.7629 -3.2226 0.1 0.1 0.1 0.001
C -1.8276 -1.1211 -1.8263 1.1 -0.6 -0.4 0.024
C -3.0225 -1.7340 -2.2645 0.5 0.1 0.1 0.009
H -3.9589 -1.5984 -1.7308 0.2 0.0 0.0 0.000
C -3.0205 -2.5255 -3.4202 0.2 0.2 0.1 0.001
H -3.9511 -2.9948 -3.7474 0.3 0.2 0.1 0.000
C -1.8409 -2.7205 -4.1417 0.0 0.1 0.2 0.006
H -1.8363 -3.3553 -5.0237 0.0 0.1 0.1 0.000
C -0.6591 -2.1011 -3.7294 0.1 0.2 0.1 -0.001
H 0.2750 -2.2318 -4.2843 -0.4 0.0 0.1 0.000
C -0.6504 -1.2978 -2.5896 -0.8 -0.3 0.1 0.006
H 0.2658 -0.8023 -2.2822 0.0 -0.1 0.0 0.001
C 3.6332 1.8482 -1.0044 0.4 -0.8 -0.6 0.001
N 3.8426 0.8128 -0.0032 -0.7 0.6 0.9 0.007
C 5.0173 1.0498 0.8125 0.6 -0.1 -0.6 0.002
C 3.4939 -0.5389 -0.4322 -0.4 0.9 -0.9 0.029
C 3.5717 -1.5593 0.6593 1.3 -0.2 -0.6 0.094
C 4.7497 -2.3554 0.7249 -0.6 0.1 0.1 0.006
C 5.0450 -3.0572 1.8985 -0.1 0.4 -0.2 0.054
C 4.2019 -2.8742 3.0036 -0.4 0.0 -0.2 0.012
C 3.0079 -2.1208 2.8768 0.9 -0.5 1.3 0.068
C 2.6040 -1.5609 1.6714 1.7 0.3 -0.2 0.269
H 3.7088 2.8354 -0.5328 -0.1 -0.2 -0.2 0.000
H 2.6301 1.7188 -1.4601 0.5 0.2 0.2 0.000
H 4.4085 1.7909 -1.8271 -0.7 0.2 0.5 0.000
H 4.9586 0.5524 1.7949 0.0 0.1 -0.4 0.001
H 5.9697 0.7401 0.2965 -0.5 0.2 0.5 0.000
H 5.0803 2.1425 0.9659 0.1 -0.5 0.1 0.000
H 2.4441 -0.4232 -0.8000 0.6 -0.4 0.0 0.012
H 4.1287 -0.8324 -1.2771 0.0 -0.3 -0.2 0.002
H 5.4709 -2.3894 -0.1154 -0.7 0.2 0.5 0.001
H 5.9850 -3.6290 1.9655 -0.7 0.3 0.1 0.003
H 4.5035 -3.3207 3.9627 -0.4 0.3 -0.4 0.000
H 2.4891 -1.8833 3.8059 -0.2 -0.4 -0.3 0.005
```
Forces are in eV/Å.

## Properties
E_LUMO (alpha / beta) = -2.2 / -6.9 eV
HOMO (alpha / beta) = -10.7 / -10.6 eV
expectation value of S² = 6.02
spin multiplicity = 5
charge = +1
orbital gap (alpha / beta) = 8.5 / 3.7 eV

---

Entry 2:
DFT (ωB97M-V with the def2-TZVPD basis set) results for a structure of composition C32H32FN3O4S2Tc at a distorted geometry.

Structure (XYZ):
```
75
Properties=species:S:1:pos:R:3:forces:R:3:lowdin_spin:R:1
Tc -0.2876 -0.2694 0.0324 0.2 -0.9 -0.2 1.722
F 6.1119 -2.6680 0.0916 0.2 0.0 0.0 0.000
C 5.8085 -1.3615 -0.0461 -0.5 0.0 -0.1 0.000
C 4.4775 -1.0600 -0.0492 0.3 0.1 0.0 0.000
C 4.0343 0.2651 -0.0955 0.1 0.0 0.0 0.000
C 2.6197 0.5512 -0.0552 0.8 1.3 0.2 0.006
O 1.7745 -0.3888 -0.0755 -0.3 -0.6 0.0 0.029
C 2.3024 1.9399 0.0257 -0.4 -0.5 -0.1 0.005
C 3.3023 2.8910 0.0056 -0.2 -0.1 0.1 0.000
N 4.5973 2.6095 -0.0986 -0.5 0.2 0.0 -0.001
C 5.5826 3.6633 -0.0743 0.5 0.4 0.0 0.000
C 6.1116 4.1959 -1.3796 0.1 -0.1 0.0 0.000
C 5.2710 5.0663 -0.5022 0.0 -0.1 0.0 0.000
C 5.0065 1.2875 -0.1489 -0.2 -0.9 -0.1 0.000
C 6.3565 0.9401 -0.2503 0.2 0.0 0.1 0.000
C 6.8233 -0.3779 -0.1846 -0.6 0.2 0.0 0.000
N 8.1620 -0.6728 -0.2513 0.2 -0.1 0.1 0.000
C 9.2188 0.2824 0.0023 0.0 0.1 -0.1 0.000
C 10.1833 0.3336 -1.1836 -0.3 0.9 0.3 0.000
N 10.7608 -1.0165 -1.4031 0.5 -0.1 -0.1 0.000
C 9.6793 -2.0123 -1.6083 -0.7 -0.7 0.1 0.000
C 8.7348 -1.9956 -0.4057 0.0 -0.2 -0.3 0.000
C 0.8949 2.4329 0.0937 2.1 1.6 -0.6 0.017
O 0.5943 3.5790 -0.0856 -0.3 -0.7 0.2 0.007
O 0.0238 1.4677 0.3612 -1.4 0.6 0.7 0.082
H 3.7506 -1.8543 0.0256 0.0 -0.1 0.0 0.000
H 3.0199 3.9322 0.0888 0.1 0.0 0.0 0.000
H 6.2677 3.5376 0.7579 0.0 0.1 -0.1 0.000
H 5.6645 3.8261 -2.2895 -0.1 -0.1 0.0 0.000
H 7.1670 4.3962 -1.4545 0.1 0.1 0.0 0.000
H 4.2837 5.3373 -0.8357 -0.1 -0.1 -0.1 0.000
H 5.7644 5.8551 0.0438 0.0 0.0 0.1 0.000
H 7.0629 1.7377 -0.3821 0.1 0.1 0.0 0.000
H 9.7643 -0.0287 0.9029 0.0 0.1 0.0 0.000
H 8.8354 1.2808 0.1927 0.1 -0.1 0.0 0.000
H 10.9821 1.0510 -0.9952 0.1 -0.2 0.0 0.000
H 9.6512 0.6304 -2.0885 0.1 -0.1 0.0 0.000
H 11.3104 -1.2881 -0.5760 0.0 0.1 -0.2 0.000
H 11.3976 -1.0101 -2.2093 0.0 0.0 0.2 0.000
H 10.1035 -3.0091 -1.7332 0.2 0.1 0.0 0.000
H 9.1361 -1.7534 -2.5191 0.2 0.1 0.0 0.000
H 9.2833 -2.2672 0.5067 0.0 -0.1 0.0 0.000
H 7.9783 -2.7543 -0.5685 0.1 0.1 0.0 0.000
S -3.6475 0.6954 0.1025 1.0 -0.7 0.0 0.035
C -2.2589 0.0822 0.1005 -1.5 1.0 0.0 -0.002
O -0.5336 -2.0839 -0.4049 0.5 -0.5 -0.2 0.066
S -1.4714 -3.3353 -0.4183 -0.3 -0.9 0.6 0.018
C -1.6148 -3.7276 1.3887 0.0 0.0 -0.1 0.004
C -0.4001 -4.3291 2.0029 0.3 -0.1 0.1 0.000
C 0.7114 -3.5455 2.3130 -0.2 0.0 -0.1 0.003
C 1.8013 -4.1122 2.9488 0.1 0.0 0.0 0.000
C 1.7998 -5.4633 3.2712 -0.1 0.1 -0.1 0.000
C 0.7090 -6.2535 2.9427 0.1 0.0 0.0 0.000
C -0.3821 -5.6925 2.3044 -0.1 0.3 0.0 0.000
C -0.4002 -4.7333 -0.9680 0.0 0.0 -0.2 0.001
C 0.8421 -4.2452 -1.6348 0.2 0.2 -0.1 0.001
C 0.7558 -3.5915 -2.8603 0.1 -0.1 0.1 0.000
C 1.9061 -3.1913 -3.5139 0.0 0.1 0.0 0.000
C 3.1472 -3.4410 -2.9445 0.0 0.0 0.1 0.000
C 3.2352 -4.0807 -1.7168 0.0 0.1 -0.1 0.000
C 2.0841 -4.4728 -1.0543 -0.1 0.0 0.0 0.000
H -2.4660 -4.4055 1.4609 -0.1 0.1 -0.1 0.001
H -1.8768 -2.7681 1.8401 -0.1 0.0 -0.1 0.002
H 0.7089 -2.4870 2.0657 0.0 -0.1 0.1 0.004
H 2.6473 -3.5006 3.2226 0.1 0.1 0.0 0.000
H 2.6399 -5.8969 3.7905 0.1 0.0 0.0 0.000
H 0.6997 -7.3014 3.1978 0.0 -0.1 0.0 0.000
H -1.2344 -6.3101 2.0617 -0.1 -0.1 0.0 0.000
H -1.0208 -5.2993 -1.6637 -0.2 0.1 0.0 0.000
H -0.1702 -5.3566 -0.1053 -0.1 0.2 0.0 0.000
H -0.2119 -3.4170 -3.3083 -0.1 0.0 -0.1 0.000
H 1.8359 -2.7066 -4.4750 0.0 0.0 -0.1 0.000
H 4.0447 -3.1534 -3.4712 0.1 0.0 0.0 0.000
H 4.2004 -4.2958 -1.2827 0.1 0.0 0.0 0.000
H 2.1551 -4.9809 -0.1033 0.0 -0.1 0.1 0.000
```
Forces are in eV/Å.

## Properties
relative energy (zero: lowest compared OMol25 entry of this formula, charge and spin) = 200.9 kJ/mol
E_LUMO (alpha / beta) = -9.8 / -9.4 eV
HOMO (alpha / beta) = -15.8 / -15.8 eV
expectation value of S² = 2.02
spin multiplicity = 3
charge = +3
orbital gap (alpha / beta) = 6.0 / 6.4 eV

---

Entry 3:
DFT (ωB97M-V with the def2-TZVPD basis set) results for a structure of composition C32H32MnN5O4Se at a distorted geometry.

Structure (XYZ):
```
75
Properties=species:S:1:pos:R:3:forces:R:3:lowdin_spin:R:1
Mn 0.3529 0.4973 -0.1122 -1.9 -0.3 -0.1 2.750
C 1.3405 1.1678 -4.1487 0.5 0.4 0.2 0.001
O 0.2946 0.4769 -4.7953 -0.2 -0.1 -0.3 0.002
C -0.5811 -0.2837 -4.1141 -0.2 -0.1 0.5 0.004
C -1.5550 -0.9046 -4.8930 0.3 0.1 0.5 0.015
C -2.5268 -1.7200 -4.3324 -0.1 -0.2 0.4 0.009
C -2.5418 -1.9417 -2.9709 -0.1 0.0 -0.2 0.013
C -1.6063 -1.3090 -2.1365 0.7 0.5 -0.6 0.011
C -1.6763 -1.5166 -0.7306 0.5 0.4 -0.1 0.028
N -0.9594 -0.9019 0.1758 0.0 -0.3 -1.2 -0.117
N -1.2339 -1.1699 1.4548 -0.2 0.0 1.8 -0.061
C -0.6176 -0.3521 2.2841 -0.8 -1.0 -0.9 -0.010
O 0.1727 0.5440 1.8199 0.8 0.7 -0.5 0.018
C -0.8685 -0.4708 3.7180 0.1 0.1 0.3 -0.002
C -0.3248 0.4636 4.6000 -0.1 -0.1 -0.3 0.000
C -0.5862 0.3566 5.9517 0.0 0.0 0.1 0.000
C -1.3771 -0.6792 6.4262 0.0 0.0 0.0 0.000
C -1.9174 -1.6093 5.5494 0.0 0.0 0.1 0.000
C -1.6664 -1.5102 4.1970 0.1 0.2 -0.1 -0.002
C -0.6078 -0.4391 -2.6958 -1.4 -0.8 -0.6 0.008
O 0.2323 0.1989 -1.9329 1.0 0.5 1.0 0.070
H 1.9321 1.6098 -4.9511 -0.1 0.0 0.1 0.000
H 1.9642 0.4950 -3.5543 0.0 0.1 -0.1 0.000
H 0.9449 1.9612 -3.5057 0.1 -0.1 -0.1 0.000
H -1.5284 -0.7221 -5.9559 0.0 0.0 -0.1 0.000
H -3.2672 -2.1817 -4.9647 -0.1 -0.1 -0.1 0.000
H -3.2913 -2.5842 -2.5308 0.0 -0.1 0.0 0.000
H -2.4080 -2.2240 -0.3506 0.1 0.1 0.1 -0.004
H 0.2908 1.2609 4.2096 0.1 0.0 0.0 0.000
H -0.1776 1.0808 6.6397 0.1 0.0 0.1 0.000
H -1.5731 -0.7610 7.4843 0.0 0.0 0.1 0.000
H -2.5389 -2.4081 5.9242 0.0 -0.1 0.0 0.000
H -2.0707 -2.2158 3.4905 -0.1 -0.1 0.0 -0.001
Se 0.2742 4.7040 1.5321 -0.2 -0.3 -0.3 0.002
N -1.3633 5.0899 1.0861 -0.8 0.5 0.0 0.003
C -1.9043 4.0526 0.4605 1.0 -0.2 0.3 -0.001
C -3.2028 3.9308 -0.0505 -0.5 -0.6 -0.4 0.005
C -3.5217 2.7348 -0.6557 -0.2 1.0 0.3 -0.002
C -2.5889 1.6976 -0.7538 1.2 -0.7 0.1 0.001
N -1.3479 1.7677 -0.2802 -0.3 -0.4 -0.2 -0.037
C -1.0136 2.9289 0.3154 0.7 1.3 0.8 -0.002
N 0.1978 3.1015 0.8170 0.0 -0.6 -0.3 0.014
H -3.9020 4.7440 0.0524 -0.2 0.1 -0.1 0.000
H -4.5039 2.5710 -1.0679 -0.1 0.0 0.0 0.000
H -2.8654 0.7749 -1.2442 0.0 -0.1 0.0 0.000
C 2.0654 -2.4804 1.2915 0.1 0.0 -0.1 0.002
C 3.0809 -2.4875 0.1494 -0.3 0.1 0.0 0.004
C 2.4220 -2.7147 -1.2156 0.1 0.0 0.2 0.002
C 3.9106 -1.2263 0.1043 -0.5 0.4 0.0 0.041
C 5.2857 -1.3569 0.1572 0.3 0.2 0.0 -0.005
C 6.1361 -0.2730 0.0278 -0.2 0.0 0.0 0.051
C 5.5902 0.9891 -0.1242 0.2 -0.2 0.0 -0.006
C 4.2248 1.1954 -0.1324 -0.7 -0.2 0.0 0.037
C 3.7291 2.6220 -0.1322 -0.2 0.0 0.1 0.004
C 3.2881 2.9599 1.2956 0.1 0.0 -0.1 0.003
C 2.6656 2.9405 -1.1819 -0.1 -0.2 0.1 0.006
C 3.3433 0.0768 -0.0273 3.0 -0.6 0.0 0.001
O 2.0532 0.2730 -0.0444 -1.4 0.5 0.0 0.135
H 1.6003 -3.4583 1.3935 -0.1 -0.1 0.0 0.000
H 1.2810 -1.7483 1.1038 0.1 -0.2 0.1 0.000
H 2.5548 -2.2282 2.2303 0.0 0.0 0.1 0.000
H 3.7662 -3.3238 0.3275 0.0 0.2 0.0 0.000
H 1.6987 -1.9259 -1.4317 0.0 0.0 -0.1 0.000
H 1.9103 -3.6741 -1.2333 -0.1 -0.1 0.0 0.000
H 3.1820 -2.7140 -1.9959 -0.1 0.0 -0.1 0.000
H 5.7081 -2.3376 0.3101 0.0 -0.2 -0.1 -0.001
H 7.2048 -0.4096 0.0529 0.1 0.0 0.0 0.003
H 6.2493 1.8395 -0.2202 0.0 0.1 0.0 -0.002
H 4.5869 3.2574 -0.3737 0.0 -0.1 0.1 0.000
H 2.5012 2.2887 1.6339 0.0 0.0 0.0 0.000
H 2.9272 3.9881 1.3521 0.1 0.1 0.0 0.000
H 4.1367 2.8600 1.9671 0.0 0.0 0.1 0.000
H 1.7332 2.3908 -1.0079 0.3 0.3 -0.2 0.002
H 3.0422 2.6883 -2.1712 -0.1 0.0 -0.1 0.000
H 2.4355 4.0059 -1.1543 0.0 0.1 -0.1 0.000
```
Forces are in eV/Å.

## Properties
E_LUMO (alpha / beta) = -5.6 / -5.0 eV
HOMO (alpha / beta) = -10.7 / -10.5 eV
expectation value of S² = 3.90
spin multiplicity = 4
charge = +1
orbital gap (alpha / beta) = 5.2 / 5.5 eV

---

Entry 4:
DFT (ωB97M-V with the def2-TZVPD basis set) results for a structure of composition C32H32N4O7P2STl.

Structure (XYZ):
```
79
Properties=species:S:1:pos:R:3:forces:R:3:lowdin_charge:R:1
Tl 2.0048 0.4181 -1.7585 0.0 0.0 0.0 0.874
O -1.2828 1.4517 -2.3469 0.0 0.0 0.0 0.137
C -1.7537 0.6838 -1.5807 0.0 0.0 0.0 -0.433
O -1.0373 -0.4796 -1.2181 0.0 0.0 0.0 -0.159
C -3.0501 0.7100 -0.8684 0.0 0.0 0.0 -0.142
C -3.9446 1.7651 -0.8895 0.0 0.0 0.0 0.025
C -5.0906 1.6569 -0.1149 0.0 0.0 0.0 -0.026
C -5.3241 0.5269 0.6662 0.0 0.0 0.0 -0.036
C -4.4236 -0.5311 0.6833 0.0 0.0 0.0 -0.034
C -3.2887 -0.4252 -0.1040 0.0 0.0 0.0 -0.202
P -1.9254 -1.5392 -0.3854 0.0 0.0 0.0 1.073
C -1.1367 -2.1115 1.0712 0.0 0.0 0.0 -0.283
C -1.0675 -3.4867 1.3071 0.0 0.0 0.0 -0.067
C -0.5232 -3.9395 2.4953 0.0 0.0 0.0 -0.059
C -0.0481 -3.0265 3.4272 0.0 0.0 0.0 -0.030
C -0.1120 -1.6595 3.1866 0.0 0.0 0.0 -0.039
C -0.6569 -1.1895 2.0064 0.0 0.0 0.0 -0.037
C -2.3672 -2.8403 -1.5042 0.0 0.0 0.0 -0.283
C -3.6541 -3.3758 -1.4978 0.0 0.0 0.0 -0.057
C -3.9668 -4.3996 -2.3772 0.0 0.0 0.0 -0.053
C -3.0041 -4.8700 -3.2600 0.0 0.0 0.0 -0.046
C -1.7258 -4.3262 -3.2704 0.0 0.0 0.0 -0.049
C -1.3951 -3.3107 -2.3889 0.0 0.0 0.0 -0.067
H -3.7361 2.6455 -1.4826 0.0 0.0 0.0 0.137
H -5.8093 2.4651 -0.1061 0.0 0.0 0.0 0.121
H -6.2180 0.4759 1.2731 0.0 0.0 0.0 0.119
H -4.6010 -1.3996 1.3044 0.0 0.0 0.0 0.123
H -1.4303 -4.1910 0.5694 0.0 0.0 0.0 0.112
H -0.4604 -5.0017 2.6877 0.0 0.0 0.0 0.116
H 0.3897 -3.3808 4.3514 0.0 0.0 0.0 0.120
H 0.2773 -0.9622 3.9150 0.0 0.0 0.0 0.095
H -0.6838 -0.1256 1.7981 0.0 0.0 0.0 0.101
H -4.4097 -2.9933 -0.8230 0.0 0.0 0.0 0.107
H -4.9622 -4.8217 -2.3807 0.0 0.0 0.0 0.115
H -3.2545 -5.6634 -3.9516 0.0 0.0 0.0 0.117
H -0.9868 -4.6929 -3.9702 0.0 0.0 0.0 0.117
H -0.3995 -2.8819 -2.3778 0.0 0.0 0.0 0.093
N 1.8003 0.2167 6.8451 0.0 0.0 0.0 0.110
C 2.1661 0.1513 5.5132 0.0 0.0 0.0 -0.330
C 2.9582 -0.9037 5.0444 0.0 0.0 0.0 -0.026
C 3.2927 -0.9942 3.7073 0.0 0.0 0.0 -0.060
C 2.8251 -0.0388 2.8119 0.0 0.0 0.0 -0.292
C 2.0415 1.0154 3.2610 0.0 0.0 0.0 -0.063
C 1.7118 1.1102 4.6012 0.0 0.0 0.0 -0.034
S 3.2857 -0.1413 1.1179 0.0 0.0 0.0 0.535
O 4.5829 -0.7484 1.0484 0.0 0.0 0.0 -0.276
O 3.1371 1.2052 0.5615 0.0 0.0 0.0 -0.477
N 2.1662 -0.9567 0.2871 0.0 0.0 0.0 -0.230
C 2.1411 -2.3196 0.2831 0.0 0.0 0.0 -0.489
N 2.7038 -3.0126 1.2850 0.0 0.0 0.0 0.145
C 2.7014 -4.3318 1.1804 0.0 0.0 0.0 -0.121
C 2.1310 -5.0031 0.1107 0.0 0.0 0.0 -0.055
C 1.5215 -4.2015 -0.8370 0.0 0.0 0.0 -0.149
N 1.5022 -2.8762 -0.7706 0.0 0.0 0.0 0.109
H 2.3828 -0.2869 7.4935 0.0 0.0 0.0 0.095
H 1.5168 1.1200 7.1870 0.0 0.0 0.0 0.094
H 3.3297 -1.6428 5.7445 0.0 0.0 0.0 0.115
H 3.9202 -1.7956 3.3446 0.0 0.0 0.0 0.108
H 1.7044 1.7723 2.5669 0.0 0.0 0.0 0.086
H 1.1112 1.9414 4.9525 0.0 0.0 0.0 0.115
H 3.1734 -4.8763 1.9926 0.0 0.0 0.0 0.117
H 2.1540 -6.0788 0.0243 0.0 0.0 0.0 0.101
H 1.0262 -4.6469 -1.6955 0.0 0.0 0.0 0.101
C 2.1265 4.2886 1.2026 0.0 0.0 0.0 -0.098
O 0.9294 3.5109 1.3676 0.0 0.0 0.0 -0.358
P 0.3332 2.7922 0.0479 -0.1 0.0 0.0 0.801
O -0.4982 4.0252 -0.6114 0.0 0.0 0.0 -0.327
C -0.2931 4.3611 -1.9886 0.0 0.0 0.0 -0.126
O -0.8592 1.9703 0.7937 0.0 0.1 0.0 -0.380
C -1.7479 2.6289 1.7120 0.0 0.0 0.0 -0.087
H 1.9043 5.2141 0.6704 0.0 0.0 0.0 0.087
H 2.8867 3.7125 0.6732 0.0 0.0 0.0 0.073
H 2.4881 4.5247 2.1994 0.0 0.0 0.0 0.094
H -1.2463 4.3091 -2.5098 0.0 0.0 0.0 0.081
H 0.4054 3.6703 -2.4649 0.0 0.0 0.0 0.066
H 0.1016 5.3740 -2.0427 0.0 0.0 0.0 0.089
H -2.5363 1.9165 1.9531 0.0 0.0 0.0 0.082
H -2.1801 3.5191 1.2558 0.0 0.0 0.0 0.089
H -1.2150 2.9070 2.6193 0.0 0.0 0.0 0.086
```
Forces are in eV/Å.

## Properties
relative energy (zero: lowest compared OMol25 entry of this formula, charge and spin) = 0.0 kJ/mol
E_LUMO = -3.2 eV
HOMO = -10.1 eV
spin multiplicity = 1
charge = +1
orbital gap = 6.9 eV